(1)
14
Properties=species:S:1:pos:R:3:mulliken_charge:R:1 method="wB97M-V/def2-TZVPD" smiles="O=C(F)NC(=O)OP(=O)(O)O" total_energy_ha=-1025.58735 homo_energy_ev=-11.57
F -1.42609 1.73232 0.98251 -0.18
O -3.35175 0.65233 1.02086 -0.43
C -2.17975 0.63258 1.09466 0.53
O 0.17319 -0.77791 -0.33493 -0.26
H 0.25521 0.11605 -3.07337 0.36
O 0.86669 -0.16903 1.71871 -0.49
H 2.65342 -1.10741 -0.13432 0.38
O 2.64287 -0.50944 -0.89293 -0.48
P 1.23405 0.10582 -1.21193 1.01
O 1.09245 1.54519 -1.04240 -0.58
O 0.93047 -0.44498 -2.65975 -0.49
H -1.47243 -0.81387 2.26967 0.34
N -1.39925 -0.53138 1.29549 -0.23
C -0.01909 -0.43025 0.96772 0.53



(2)
110
Properties=species:S:1:pos:R:3:mulliken_charge:R:1 method="wB97M-V/def2-TZVPD" total_energy_ha=-3070.81163 homo_energy_ev=-5.98
C -9.05563 -6.32089 -0.82402 0.36
H -7.52578 -6.00441 -2.30699 0.26
C -13.55286 -6.47628 -3.17650 -0.71
C -7.83900 -5.57711 -1.35041 -0.65
C -6.08271 2.19595 1.60857 0.33
C -13.39759 -5.10811 -3.82031 0.39
H 9.45870 2.97327 -1.47054 0.33
H 1.43478 9.11776 1.35865 0.27
C 7.14291 0.01431 -6.50072 -0.52
C 3.65930 -0.81008 3.16306 -0.16
H 9.15498 1.33995 -2.11089 0.12
H 6.19589 -0.04541 0.06666 0.28
H -10.91547 -3.60979 -1.33905 0.10
H -12.53538 -3.02982 -0.88135 0.26
C 0.90493 -4.42006 3.79498 -0.67
H 0.85061 -3.89771 2.83584 0.23
N 3.55390 -4.61851 4.61801 -0.46
H -3.27287 1.26280 3.94315 0.27
N 13.08282 1.75760 -1.77337 -0.52
H -2.07511 2.79052 2.47519 0.32
H -13.82018 -6.36405 -2.12213 0.26
H 0.85983 1.97695 -1.91679 0.29
H 6.42097 0.77189 -6.81771 0.25
C -1.52555 2.89737 -0.25749 -0.93
N 8.24572 1.22956 1.07722 -0.53
N -10.43743 -0.63305 0.04441 -0.02
C 2.37443 0.26787 1.37601 0.27
C -1.36013 1.96175 2.91959 -0.79
H 6.81375 -0.41575 -5.55074 0.15
H -7.78550 1.13615 2.39414 0.29
H 0.32480 -3.86406 4.53663 0.24
H 2.63183 -0.81827 5.35586 0.33
C -11.99988 1.96824 2.03610 -0.78
H -0.19576 6.09509 1.08410 0.11
C -7.45634 1.56620 1.44416 -0.79
C -10.95902 -1.59176 -0.58707 0.62
F -1.69875 -0.03952 4.58950 -0.37
H -7.41598 0.77524 0.69018 0.30
C 0.92130 1.62904 -0.77651 -0.65
C -1.48027 4.36452 0.13103 -0.09
C -10.88982 1.17073 1.37110 0.15
C 1.19057 0.63795 2.42837 0.32
H 10.63633 1.66982 -1.17991 -0.11
H 0.83363 4.56147 0.68257 0.26
N 9.65603 1.16649 -6.19993 -0.47
C 2.35281 -4.52851 4.24483 0.35
H -0.87906 2.45705 3.89351 0.35
C 2.20562 0.77855 -0.20596 -0.43
H 6.04128 -1.76901 -0.35198 0.35
C 8.51654 0.64405 -6.33631 0.36
H 13.14986 0.13029 1.11632 0.27
N 3.64425 -0.46791 1.70023 -0.30
C 13.65197 1.06711 0.85970 -0.80
N 12.22701 -1.63732 -0.77879 -0.50
H 13.30447 1.85389 1.53496 0.29
C 2.48145 -0.47890 4.23325 -0.29
H -0.42911 4.52157 2.19574 0.23
H 1.29923 9.87834 2.96284 0.29
C 11.91366 -1.89019 -3.53045 -0.72
N -9.96899 0.50914 0.81943 -0.63
H 1.73375 -2.27012 -3.71639 0.34
H -7.01449 -5.65893 -0.63682 0.27
H 11.04244 -2.51320 -3.75084 0.27
N -0.80537 -3.20358 -1.79675 -0.48
C 0.20390 -2.58660 -2.23342 0.34
H 3.06316 0.53504 -0.99989 0.39
H -12.61325 -7.03097 -3.24854 0.26
H -8.17828 2.32378 1.12717 0.36
H -8.08147 -4.52070 -1.49473 0.24
C -2.31627 0.74292 3.45396 0.24
C -11.58783 -2.74746 -1.34828 -0.70
H 2.52713 8.62178 2.67425 0.27
C 6.23231 -0.45476 -2.04779 0.48
H 2.24503 -1.92464 -2.04621 0.14
C -0.22787 4.90689 1.09368 -0.40
C 0.51525 7.87478 2.85830 0.47
N -0.30973 6.98799 3.20897 -0.47
H -11.94713 1.84704 3.12158 0.25
C -2.90061 -0.24376 2.27103 -0.66
I -3.00561 5.76905 -0.56977 0.03
H 0.47399 -5.41857 3.68148 0.32
C 9.57217 1.90392 -1.27215 -0.22
H -11.77530 -2.45317 -2.38461 0.27
H -12.97372 1.61579 1.68538 0.22
N -13.26881 -3.97316 -4.35442 -0.47
H -4.08621 -0.11319 2.23714 0.07
H -2.73493 -1.38100 2.58325 0.30
H 14.73052 0.93945 0.98681 0.32
C 8.84717 1.53534 0.01198 0.41
H 7.62194 -0.95984 -0.48149 0.33
H -11.89556 3.02874 1.79072 0.24
H -14.33934 -7.04055 -3.68506 0.30
C -0.14207 1.50547 1.92001 0.42
H 1.17806 -0.78641 -2.90412 0.13
H 4.62068 -1.38290 3.57149 0.31
C 12.08493 -1.75200 -2.02644 0.42
C 1.42052 -1.84281 -2.75980 -0.45
C 1.50978 8.94376 2.43560 -0.76
N 1.22489 0.26567 3.88393 -0.34
C 6.54339 -0.83218 -0.60861 -0.88
C -0.26422 1.99020 0.33994 0.59
N -10.06490 -6.93788 -0.38736 -0.46
H 7.18327 -0.77665 -7.25470 0.27
N 5.97424 -0.14169 -3.24168 -0.59
H 12.80281 -2.35455 -3.96579 0.29
H -2.50804 0.00303 1.19571 0.11
H 11.76974 -0.90453 -3.98143 0.24
C 13.34089 1.44453 -0.57949 0.46
N -4.94322 2.71838 1.74495 -0.47
I -3.05968 1.98025 -1.52072 0.09



(3)
18
Properties=species:S:1:pos:R:3:mulliken_charge:R:1 method="wB97M-V/def2-TZVPD" total_energy_ha=-1009.94004 de_lowest_kj_mol=520.7 homo_energy_ev=-8.30
H -2.76513 1.49731 -0.07020 0.25
H -2.73776 -1.20213 1.34727 0.21
C -2.61937 -0.60393 0.40637 -0.77
S 1.29399 1.65632 0.79499 -0.25
S 0.45408 -1.09979 1.38002 0.10
H 2.21414 -0.70090 -2.12447 0.32
H -3.65265 0.92481 1.29736 0.34
H 2.38423 0.99353 -2.33382 0.34
C 2.18502 0.28546 -1.53388 -1.21
C -2.80483 0.67643 0.69135 -0.51
H 1.25818 -2.24696 1.52342 0.16
C 0.95637 0.46907 -0.60823 0.32
H 2.58691 1.58807 0.82142 0.11
H 0.23924 1.02548 -1.29122 0.19
N 0.53471 -0.76479 -0.16923 -0.50
H -1.94126 -1.06701 -0.32784 0.50
H 3.08136 0.35560 -1.00548 0.27
H -0.66726 -1.78655 1.20218 0.14